(1)
{"formula": "C3H2ClF2N3", "method": "the ωB97M-V functional and the def2-TZVPD basis", "e_homo_ev": -10.36, "max_force_ev_per_a": 4.60, "e_above_lowest_kcal_mol": 0.0, "total_energy_ha": -939.6955, "smiles": "FC(F)(Cl)c1nc[nH]n1", "gap_ev": 11.11, "species": ["C", "C", "C", "N", "N", "N", "F", "F", "Cl", "H", "H"], "coordinates": [[-0.27, -0.57, 0.44], [-2.18, 0.18, 0.20], [-3.80, 0.33, 0.26], [-1.48, -0.70, 0.95], [-1.54, 0.87, -0.69], [-0.27, 0.48, -0.52], [-4.11, 1.53, -0.18], [-4.16, 0.21, 1.54], [-4.41, -1.01, -0.79], [0.53, -1.14, 0.72], [0.42, 0.89, -1.10]]}


(2)
{"formula": "C3H2ClF3", "method": "the ωB97M-V functional and the def2-TZVPD basis", "e_homo_ev": -9.53, "max_force_ev_per_a": 4.50, "e_above_lowest_kcal_mol": 20.6, "total_energy_ha": -875.2367, "smiles": "FC/C(F)=C(/F)Cl", "gap_ev": 10.36, "species": ["C", "C", "C", "F", "F", "F", "Cl", "H", "H"], "coordinates": [[0.14, -0.46, 0.06], [1.38, -0.03, 0.33], [-1.13, 0.19, -0.18], [0.01, -1.80, -0.04], [2.28, -0.98, 0.52], [-1.02, 1.46, -0.69], [1.81, 1.64, 0.35], [-1.78, -0.21, -1.01], [-1.70, 0.19, 0.65]]}


(3)
{"formula": "C3H2ClFS", "method": "the ωB97M-V functional and the def2-TZVPD basis", "e_homo_ev": -9.23, "max_force_ev_per_a": 3.35, "e_above_lowest_kcal_mol": 12.1, "total_energy_ha": -1073.6915, "smiles": "F/C(C=S)=C/Cl", "gap_ev": 7.70, "species": ["C", "C", "C", "H", "H", "F", "S", "Cl"], "coordinates": [[-1.13, 0.60, -0.17], [0.18, 0.43, -0.08], [0.93, -0.76, 0.12], [-1.66, 1.48, -0.23], [0.28, -1.61, 0.41], [0.91, 1.52, 0.08], [2.61, -0.81, -0.10], [-2.12, -0.83, -0.03]]}


(4)
{"formula": "C3H2ClFS2", "method": "the ωB97M-V functional and the def2-TZVPD basis", "e_homo_ev": -9.56, "max_force_ev_per_a": 4.68, "e_above_lowest_kcal_mol": 44.0, "total_energy_ha": -1471.8298, "gap_ev": 7.14, "species": ["C", "C", "C", "H", "H", "F", "S", "S", "Cl"], "coordinates": [[-0.70, -0.59, 0.58], [-0.13, 0.58, -0.03], [1.18, 0.41, -0.60], [0.19, -1.17, 1.05], [1.16, 1.11, -1.78], [-1.72, -0.39, 1.54], [-0.96, 1.90, -0.17], [2.46, -0.45, 0.24], [-1.47, -1.40, -0.81]]}


(5)
{"formula": "C3H2ClN", "method": "the ωB97M-V functional and the def2-TZVPD basis", "e_homo_ev": -10.59, "max_force_ev_per_a": 3.97, "e_above_lowest_kcal_mol": 19.5, "total_energy_ha": -630.3978, "smiles": "C=C(Cl)C#N", "gap_ev": 10.73, "species": ["C", "C", "C", "H", "H", "N", "Cl"], "coordinates": [[0.46, -0.31, -0.14], [0.30, 1.00, 0.00], [-0.91, -1.07, -0.13], [0.91, 1.83, 0.35], [-0.74, 1.28, -0.17], [-1.99, -1.49, 0.09], [1.97, -1.24, 0.00]]}


(6)
{"formula": "C3H2ClNO", "method": "the ωB97M-V functional and the def2-TZVPD basis", "e_homo_ev": -9.77, "max_force_ev_per_a": 1.56, "e_above_lowest_kcal_mol": 119.4, "total_energy_ha": -705.4938, "smiles": "[O-][N+]#CCl.C#C", "gap_ev": 9.96, "species": ["C", "C", "C", "N", "O", "Cl", "H", "H"], "coordinates": [[-2.07, 0.03, -0.49], [-1.33, 0.84, -0.01], [1.74, -0.28, 0.75], [1.40, -0.61, -0.32], [0.79, -0.95, -1.28], [2.86, 0.09, 1.88], [-2.69, -0.68, -0.94], [-0.70, 1.57, 0.41]]}